(1)
This record from the Open Molecules 2025 dataset describes a structure of composition C16H14F10LaNOSSi in a non-equilibrium geometry. The level of theory is ωB97M-V/def2-TZVPD.

Computed properties:
Energy relative to the best compared isomer or geometry (same formula, charge and spin): 207.0 kJ/mol
Charge: -1
Multiplicity: 2

Last column: Löwdin charge in e.
Atoms and positions in Å:
La1 0.06291 0.41129 0.33491  1.37
F1 -1.07134 -5.89374 -4.10431  0.08
C1 -0.35063 -5.02711 -3.35459  -0.15
C2 -0.96449 -3.93074 -2.75625  -0.15
F2 -2.29221 -3.75118 -2.93164  0.08
C3 -0.22058 -3.04619 -2.00509  -0.23
F3 -0.84619 -1.96637 -1.43323  -0.03
C4 1.17210 -3.18679 -1.79889  -0.66
S1 2.07672 -2.07643 -0.90572  0.53
C5 1.75148 -4.32631 -2.41496  -0.25
F4 3.07068 -4.54692 -2.26510  0.06
C6 1.02062 -5.21504 -3.17447  -0.15
F5 1.62381 -6.27165 -3.75873  0.09
F6 -0.08668 3.46962 0.89484  -0.05
C7 -0.86960 2.38137 1.34081  -0.56
F7 -0.55666 2.27922 2.71043  -0.05
C8 -2.30866 2.83821 1.26882  -0.62
F8 -3.13311 1.88398 1.73157  0.12
F9 -2.66241 3.07014 -0.01291  0.11
F10 -2.63064 3.96482 1.94800  0.12
O1 -2.48079 0.32013 -0.41767  -0.25
N1 -2.90785 0.00808 -1.57629  -0.23
C9 -3.75198 -1.03823 -1.73034  -0.01
C10 -4.15530 -1.45991 -2.97052  -0.06
C11 -3.70779 -0.79270 -4.10598  -0.06
C12 -2.88381 0.31352 -3.93351  -0.04
C13 -2.50940 0.70115 -2.67106  -0.02
H1 -4.04166 -1.52501 -0.81427  0.14
H2 -4.78728 -2.32829 -3.05949  0.11
H3 -3.98661 -1.11603 -5.09389  0.10
H4 -2.52976 0.87018 -4.78720  0.11
H5 -1.86456 1.54692 -2.47128  0.12
C14 3.98678 1.23263 0.04324  -0.29
Si1 2.65886 0.90360 1.42737  0.32
C15 2.84840 2.44034 2.60393  -0.28
C16 3.36537 -0.57581 2.47191  -0.29
H6 4.95386 1.49455 0.46592  0.00
H7 3.68438 2.04433 -0.61529  0.00
H8 4.12210 0.34846 -0.57318  -0.02
H9 3.88236 2.59399 2.91172  0.00
H10 2.24784 2.32064 3.50072  0.00
H11 2.51246 3.34807 2.11214  0.00
H12 4.32352 -0.32921 2.92271  0.00
H13 3.50851 -1.44895 1.84226  -0.02
H14 2.68624 -0.86039 3.27274  0.00

(2)
This record from the Open Molecules 2025 dataset describes a structure of composition C6H16N4O10P2Pt in a non-equilibrium geometry. The level of theory is ωB97M-V/def2-TZVPD.

Computed properties:
Energy relative to the best compared isomer or geometry (same formula, charge and spin): 155.9 kJ/mol
Multiplicity: 1

Last column: Löwdin charge in e.
Atoms and positions in Å:
Pt1 0.20628 -0.97316 0.10025  1.14
C1 1.58103 2.78283 -2.55136  -0.06
C2 1.12294 1.65836 -1.62694  -0.59
O1 1.56673 0.39699 -2.14731  -0.09
P1 1.80647 1.83090 0.06344  0.46
O2 3.36483 1.65693 -0.01745  -0.07
O3 1.62998 3.35219 0.40972  -0.09
O4 1.09659 0.91869 1.00541  -0.33
P2 -0.69714 1.65680 -1.32655  0.34
O5 -1.35254 1.87113 -2.77303  -0.12
O6 -0.99137 2.82175 -0.44211  -0.30
O7 -1.08301 0.23616 -0.91816  -0.43
H1 2.65705 2.70122 -2.70500  0.09
H2 1.36038 3.76578 -2.13796  0.08
H3 1.07582 2.69300 -3.51387  0.08
H4 1.02104 0.19555 -2.91697  0.10
H5 3.59973 0.70657 -0.01277  0.07
H6 0.66189 3.53516 0.35574  0.08
H7 -1.75393 2.74661 -2.83436  0.09
N1 0.45027 -2.80099 -1.35505  0.01
H8 0.70017 -3.60756 -0.79532  0.05
H9 1.27036 -2.53338 -1.88918  0.04
H10 -0.29039 -3.04757 -1.99931  0.05
O8 3.41843 -2.31918 1.92036  0.09
N2 2.71290 -1.78390 1.10539  -0.52
O9 1.41814 -2.02358 1.19799  -0.23
O10 3.11311 -1.10301 0.15821  -0.03
C3 -1.76757 0.43311 2.56282  0.00
C4 -2.19323 -0.92675 2.14038  -0.37
N3 -1.59332 -1.68383 1.24727  -0.02
C5 -2.33154 -2.84182 1.14093  -0.13
C6 -3.39149 -2.78651 1.98423  -0.09
N4 -3.28856 -1.56367 2.61188  0.10
H11 -0.76956 0.40211 2.99861  0.09
H12 -2.46480 0.84561 3.29181  0.08
H13 -1.71896 1.09614 1.69813  0.07
H14 -2.05263 -3.63241 0.46612  0.10
H15 -4.18199 -3.48265 2.19677  0.11
H16 -3.91212 -1.19363 3.30725  0.16

(3)
This record from the Open Molecules 2025 dataset describes a cluster of 12 separate species, C36H104N8O12 in total in a non-equilibrium geometry. The level of theory is ωB97M-V/def2-TZVPD.

Computed properties:
Energy relative to the best compared isomer or geometry (same formula, charge and spin): 237.2 kJ/mol
SMILES string: COC[C@H](C)N.COC[C@H](C)N.COC[C@H](C)N.COC[C@H](C)N.COC[C@H](C)N.COC[C@H](C)N.COC[C@H](C)N.COC[C@H](C)N.CO.CO.CO.CO
Multiplicity: 1

Last column: Löwdin charge in e.
Atoms and positions in Å:
C1 -22.89463 -1.86879 7.43651  -0.04
C2 -21.90340 -2.70227 8.25796  -0.44
C3 -20.72457 -3.12395 7.38657  -0.22
O1 -19.83212 -3.94715 8.09317  -0.17
C4 -18.59180 -3.92929 7.51757  -0.15
N1 -21.47380 -2.04645 9.47014  0.06
H1 -22.33401 -1.00991 7.04408  0.07
H2 -23.81821 -1.58439 7.91305  0.04
H3 -23.22874 -2.33477 6.49300  0.08
H4 -22.35889 -3.64420 8.57324  0.13
H5 -20.12602 -2.20575 7.21948  0.11
H6 -21.06955 -3.59207 6.44825  0.13
H7 -17.93803 -4.45737 8.21945  0.10
H8 -18.13964 -2.94836 7.46019  0.06
H9 -18.55522 -4.44734 6.51956  0.11
H10 -20.75263 -2.64174 9.89793  0.07
H11 -21.07332 -1.15511 9.14709  0.04
C5 -22.64593 4.31854 12.99048  -0.04
C6 -23.13776 4.63889 11.53841  -0.42
C7 -24.40834 3.95540 11.20070  -0.24
O2 -25.03569 4.53174 10.06670  -0.20
C8 -26.02832 3.64931 9.53478  -0.10
N2 -23.17735 6.12450 11.33488  0.05
H12 -21.79384 4.96322 13.14919  0.07
H13 -22.30551 3.25015 12.98896  0.08
H14 -23.39123 4.48764 13.74643  0.06
H15 -22.35208 4.26935 10.87224  0.12
H16 -25.06843 4.06629 12.08962  0.13
H17 -24.41386 2.89727 11.00395  0.09
H18 -25.61839 2.68493 9.18140  0.07
H19 -26.44116 4.09258 8.61630  0.08
H20 -26.88065 3.61160 10.19113  0.08
H21 -23.67337 6.39597 12.20101  0.07
H22 -23.70614 6.39180 10.50802  0.06
C9 -19.08581 -0.93672 12.01103  -0.05
C10 -19.43381 0.13335 13.01058  -0.47
C11 -20.19155 1.29621 12.36152  -0.19
O3 -19.50032 1.74547 11.18410  -0.25
C12 -18.62843 2.86767 11.41249  -0.08
N3 -20.30037 -0.30704 14.05839  0.05
H23 -19.96718 -1.50169 11.76141  0.06
H24 -18.38818 -1.66059 12.41687  0.08
H25 -18.65997 -0.49913 11.10609  0.07
H26 -18.46087 0.52943 13.31151  0.13
H27 -20.30897 2.08938 13.06170  0.10
H28 -21.19159 0.93015 12.13419  0.12
H29 -19.16292 3.81746 11.69234  0.10
H30 -18.22188 3.00908 10.42434  0.07
H31 -17.88571 2.65782 12.21654  0.10
H32 -20.39014 0.43890 14.73949  0.08
H33 -19.91583 -1.11792 14.54477  0.08
C13 -25.45172 -2.51156 11.05467  -0.05
C14 -25.27185 -1.00380 10.92679  -0.43
C15 -26.35772 -0.25329 11.65143  -0.21
O4 -27.49868 -0.38087 10.82442  -0.19
C16 -28.62733 0.34217 11.25916  -0.12
N4 -23.96853 -0.53394 11.46808  0.06
H34 -25.12480 -2.83177 12.05219  0.08
H35 -24.91662 -3.13133 10.30454  0.07
H36 -26.49487 -2.79755 10.90894  0.07
H37 -25.33476 -0.75882 9.86402  0.11
H38 -26.00491 0.76417 11.80333  0.11
H39 -26.57429 -0.64228 12.67099  0.14
H40 -28.42191 1.39108 11.49380  0.08
H41 -29.06892 -0.14568 12.11239  0.08
H42 -29.41445 0.34213 10.48633  0.09
H43 -23.19145 -1.10685 11.13202  0.05
H44 -23.76302 0.33552 11.01608  0.02
C17 -24.94280 4.06753 3.84894  -0.04
C18 -24.38718 2.85030 3.06747  -0.43
C19 -23.17534 2.31602 3.85417  -0.22
O5 -22.13230 3.25023 3.92544  -0.19
C20 -20.92495 2.56247 4.18056  -0.08
N5 -25.35536 1.79605 2.93840  0.02
H45 -24.07725 4.72517 4.00350  0.05
H46 -25.40896 3.76287 4.78593  0.07
H47 -25.74637 4.63218 3.35156  0.08
H48 -24.01528 3.11986 2.07538  0.14
H49 -22.80771 1.35496 3.45313  0.13
H50 -23.61834 2.12553 4.86516  0.12
H51 -20.23213 3.39179 4.17615  0.09
H52 -20.59207 1.83742 3.39926  0.09
H53 -20.94732 2.02998 5.15264  0.07
H54 -25.35099 1.19591 3.78794  0.07
H55 -26.29563 2.12909 2.71993  0.08
C21 -19.67674 -0.91214 4.15848  -0.04
C22 -18.14486 -0.73900 4.02122  -0.36
C23 -17.80462 0.79168 3.85173  -0.19
O6 -18.38209 1.35180 2.64858  -0.19
C24 -17.74397 2.58803 2.48057  -0.13
N6 -17.33876 -1.29787 5.15038  0.04
H56 -20.13330 -0.42991 3.29758  0.07
H57 -20.10635 -0.60406 5.10609  0.06
H58 -19.88237 -1.99790 4.07049  0.08
H59 -17.81946 -1.18387 3.07396  0.13
H60 -16.73391 0.93978 3.87034  0.12
H61 -18.23607 1.25692 4.72555  0.11
H62 -18.10291 3.03187 1.55940  0.09
H63 -16.64863 2.43598 2.35652  0.09
H64 -17.81331 3.28219 3.32296  0.08
H65 -17.78935 -2.17958 5.38944  0.06
H66 -16.44419 -1.57448 4.74566  0.10
C25 -27.79839 1.35989 6.07400  -0.05
C26 -27.15834 0.36183 7.02610  -0.46
C27 -27.22243 -1.02887 6.53897  -0.22
O7 -26.59530 -1.88047 7.50092  -0.21
C28 -26.79685 -3.26865 7.14578  -0.08
N7 -25.79470 0.72202 7.27331  0.07
H67 -28.82195 1.05315 5.74133  0.09
H68 -27.22625 1.40881 5.14733  0.05
H69 -27.96658 2.36892 6.46576  0.08
H70 -27.68309 0.42510 7.98945  0.14
H71 -26.73858 -1.09370 5.54382  0.14
H72 -28.25544 -1.43218 6.46085  0.14
H73 -26.97472 -3.36805 6.07770  0.08
H74 -27.61888 -3.72076 7.68424  0.08
H75 -25.90393 -3.81395 7.42950  0.08
H76 -25.26144 -0.01257 7.66407  0.02
H77 -25.22020 1.17552 6.53796  0.08
C29 -22.39644 1.83665 8.92396  -0.03
C30 -21.20000 1.77251 7.98382  -0.44
C31 -20.59579 3.09463 7.74867  -0.21
O8 -20.04629 3.65462 8.94621  -0.21
C32 -19.58120 4.93188 8.71164  -0.14
N8 -20.29932 0.75280 8.51005  0.08
H78 -22.02910 1.84637 9.97401  0.08
H79 -23.04931 0.94114 8.76947  0.07
H80 -22.97398 2.73227 8.78808  0.07
H81 -21.47515 1.40988 6.98695  0.11
H82 -21.30526 3.77996 7.26512  0.13
H83 -19.71834 2.98318 7.02437  0.14
H84 -19.22092 5.40086 9.64893  0.09
H85 -20.34499 5.59625 8.21059  0.10
H86 -18.72796 4.85859 7.99904  0.09
H87 -19.51335 0.65351 7.89789  0.04
H88 -19.88756 1.15504 9.35803  0.06
C33 -16.71301 0.00420 8.41972  -0.15
O9 -17.34353 0.47939 7.23998  -0.18
H89 -17.15024 0.54697 9.24828  0.06
H90 -16.84185 -1.05194 8.55459  0.06
H91 -15.66637 0.26300 8.47002  0.07
H92 -17.16896 -0.09900 6.45398  0.02
C34 -15.93248 7.92244 7.41821  -0.22
O10 -15.94150 6.64463 7.89677  -0.09
H93 -15.83625 7.97674 6.34408  0.07
H94 -16.84021 8.42481 7.72317  0.08
H95 -15.12776 8.56772 7.77976  0.08
H96 -15.03332 6.35345 7.82997  0.08
C35 -22.40436 7.20679 4.46392  -0.15
O11 -21.78347 6.14642 3.79330  -0.13
H97 -22.47206 7.02853 5.56038  0.09
H98 -21.93815 8.18155 4.19430  0.10
H99 -23.48158 7.32690 4.19326  0.08
H100 -22.20053 5.33848 4.08701  0.04
C36 -18.80695 6.55418 4.63149  -0.21
O12 -19.16126 6.02449 3.42195  -0.12
H101 -19.24255 6.02744 5.50397  0.07
H102 -17.70952 6.49704 4.72360  0.08
H103 -19.08461 7.58918 4.78829  0.07
H104 -20.09984 5.98938 3.26640  0.03

(4)
This record from the Open Molecules 2025 dataset describes the molecule C5H6N2O in a non-equilibrium geometry. The level of theory is ωB97M-V/def2-TZVPD.

Computed properties:
Energy relative to the best compared isomer or geometry (same formula, charge and spin): 312.4 kJ/mol
SMILES string: CC(=O)c1ncc[nH]1
Multiplicity: 1

Last column: Löwdin charge in e.
Atoms and positions in Å:
C1 2.13659 0.89996 0.70480  0.06
C2 1.41904 -0.22026 -0.02500  -0.32
C3 -0.05870 -0.19970 -0.00664  -0.33
C4 -2.11371 0.58885 -0.22980  -0.18
C5 -2.17649 -0.53096 0.37275  -0.12
H1 2.96684 0.71340 0.67419  -0.05
H2 1.88052 0.71855 1.60004  0.03
H3 1.66280 1.91325 0.30753  0.16
H4 -0.32579 1.70133 -0.98886  0.15
H5 -2.93494 1.28640 -0.76759  0.17
H6 -3.06264 -1.09060 0.64959  0.10
N1 -0.80315 0.92915 -0.50348  0.09
N2 -0.81933 -1.02588 0.51531  0.13
O1 1.99128 -0.97407 -0.80680  0.11

Question: The highest energy relative to the best compared isomer or geometry (same formula, charge and spin) belongs to which entry?
Answer: C5H6N2O